(1)
Entry from OMol25: one molecule with the formula C5H18Si3 at a distorted geometry (ωB97M-V/def2-TZVPD).

Multiplicity   1
Gap between HOMO and LUMO   10.28 eV
LUMO energy   0.0310 Ha
Relative energy (zero: lowest compared OMol25 entry of this formula, charge and spin)   15.3 kcal per mole
SMILES   CC[C@H](C)[Si@H](C)[SiH2][SiH3]
HOMO   -0.347 Eh
M   162.46 g/mol
F_max   4.69 eV/Å

The geometry in XYZ format:
```
26
Properties=species:S:1:pos:R:3:lowdin_charge:R:1
C -3.36 1.24 0.33 -0.10
C -2.06 0.52 0.66 -0.29
C -1.16 0.22 -0.56 -0.50
C -1.73 -0.89 -1.35 -0.17
Si 0.61 -0.31 -0.07 0.54
C 0.49 -1.28 1.56 -0.21
Si 2.50 1.11 -0.41 0.32
Si 4.40 -0.24 -0.25 0.40
H -4.18 0.38 0.27 0.11
H -3.23 1.73 -0.67 0.08
H -3.73 1.95 1.03 0.04
H -1.67 1.27 1.26 0.08
H -2.11 -0.36 1.13 0.05
H -1.17 1.08 -1.16 0.08
H -2.23 -1.72 -0.75 0.11
H -2.53 -0.58 -2.04 0.08
H -0.96 -1.25 -1.99 0.02
H 0.82 -1.13 -1.29 -0.03
H 0.29 -0.74 2.48 0.04
H -0.31 -1.95 1.54 0.01
H 1.30 -1.87 1.80 -0.02
H 2.80 2.26 0.56 -0.11
H 2.58 1.98 -1.58 -0.14
H 5.74 0.41 0.01 -0.11
H 3.90 -0.96 0.90 -0.14
H 4.97 -0.88 -1.41 -0.14
```

=====

(2)
Entry from OMol25: a 2-piece molecular cluster, C4H12O3Si overall at a distorted geometry (ωB97M-V/def2-TZVPD).

Multiplicity   1
Gap between HOMO and LUMO   9.22 eV
LUMO energy   0.0070 Ha
Relative energy (zero: lowest compared OMol25 entry of this formula, charge and spin)   54.7 kcal per mole
HOMO   -0.332 Eh
M   136.22 g/mol
F_max   3.64 eV/Å

The geometry in XYZ format:
```
20
Properties=species:S:1:pos:R:3:lowdin_charge:R:1
C 0.61 -2.06 0.28 -0.17
C 0.59 -0.29 -2.29 -0.17
C 1.56 0.87 0.41 -0.18
C -2.14 0.94 1.41 -0.29
O -3.20 0.16 1.42 0.12
O -2.19 2.20 1.06 0.12
O -1.22 0.19 -0.24 -0.30
Si 0.29 -0.30 -0.40 0.29
H 0.88 -2.05 1.33 0.01
H -0.27 -2.68 0.17 0.02
H 1.42 -2.55 -0.26 0.02
H 0.46 0.71 -2.68 0.02
H 1.60 -0.61 -2.52 0.02
H -0.10 -0.95 -2.80 0.02
H 1.44 1.88 0.05 0.02
H 1.45 0.89 1.49 0.01
H 2.58 0.56 0.21 0.02
H -1.42 0.72 2.19 0.16
H -3.75 0.26 0.63 0.14
H -2.72 2.35 0.26 0.14
```

=====

(3)
Entry from OMol25: a 2-piece molecular cluster, BrCl2HSi overall at a distorted geometry (ωB97M-V/def2-TZVPD).

Multiplicity   1
Gap between HOMO and LUMO (spin up / spin down)   6.48 / 6.60 eV
LUMO energy (spin up / spin down)   -0.1083 / -0.1051 Ha
Relative energy (zero: lowest compared OMol25 entry of this formula, charge and spin)   40.5 kcal per mole
HOMO (spin up / spin down)   -0.346 / -0.348 Eh
M   179.90 g/mol
F_max   2.25 eV/Å

The geometry in XYZ format:
```
5
Properties=species:S:1:pos:R:3:lowdin_charge:R:1
Si 0.20 0.31 -0.16 -0.13
Cl -0.66 -2.06 2.16 -0.44
Cl 0.72 -1.20 -1.41 0.28
Br -1.30 1.62 -0.97 0.38
H 1.03 1.33 0.37 -0.09
```

=====

(4)
Entry from OMol25: a 11-piece molecular cluster, C47H59N7O12 overall at a distorted geometry (ωB97M-V/def2-TZVPD).

Multiplicity   1
Gap between HOMO and LUMO   9.73 eV
LUMO energy   0.0196 Ha
SMILES   COC(=O)OC.COC(=O)OC.COC(=O)OC.COC(=O)OC.c1ccncc1.c1ccncc1.c1ccncc1.c1ccncc1.c1ccncc1.c1ccncc1.c1ccncc1
HOMO   -0.338 Eh
M   914.03 g/mol
F_max   3.68 eV/Å

The geometry in XYZ format:
```
125
Properties=species:S:1:pos:R:3:lowdin_charge:R:1
C 0.88 3.68 -2.64 0.00
O 0.01 3.85 -1.49 -0.07
C -1.16 3.17 -1.48 -0.65
O -1.52 2.46 -2.34 0.16
O -1.77 3.44 -0.35 0.00
C -1.19 4.47 0.54 0.03
H 0.99 2.61 -3.05 0.07
H 1.80 3.99 -2.11 0.09
H 0.58 4.26 -3.51 0.10
H -2.04 4.76 1.15 0.09
H -0.96 5.27 -0.19 0.11
H -0.33 4.13 1.12 0.08
C 6.35 -2.10 0.02 -0.03
O 5.51 -2.96 0.78 0.01
C 4.81 -2.49 1.82 -0.56
O 3.89 -3.11 2.29 0.11
O 5.19 -1.20 2.10 -0.05
C 4.70 -0.59 3.31 -0.04
H 5.80 -1.35 -0.44 0.07
H 6.93 -2.68 -0.70 0.11
H 7.03 -1.62 0.72 0.10
H 5.49 -0.25 4.01 0.11
H 3.98 -1.26 3.81 0.07
H 4.08 0.27 3.06 0.07
C -6.32 0.65 -5.53 0.00
O -7.69 0.43 -5.06 -0.01
C -7.90 0.75 -3.78 -0.63
O -7.08 1.25 -3.04 0.08
O -9.17 0.66 -3.43 0.00
C -9.44 1.25 -2.09 0.01
H -5.75 0.07 -4.79 0.07
H -6.05 1.72 -5.51 0.10
H -6.31 0.21 -6.52 0.09
H -10.46 0.89 -1.94 0.09
H -9.35 2.35 -2.11 0.11
H -8.73 0.78 -1.40 0.08
C -5.39 2.10 -0.16 -0.02
O -4.37 1.50 0.66 -0.03
C -3.87 2.22 1.70 -0.63
O -4.20 3.32 2.00 0.13
O -3.00 1.44 2.32 0.00
C -2.21 2.02 3.35 -0.04
H -5.00 1.99 -1.19 0.09
H -5.52 3.17 0.01 0.10
H -6.34 1.59 -0.07 0.08
H -2.51 1.56 4.32 0.11
H -2.36 3.09 3.45 0.08
H -1.16 1.82 3.12 0.08
C -4.63 -2.56 -1.70 -0.05
C -4.66 -2.85 -3.07 -0.08
C -4.18 -2.02 -4.02 -0.17
N -3.65 -0.85 -3.65 0.05
C -3.69 -0.49 -2.42 -0.17
C -4.21 -1.30 -1.41 -0.06
H -4.90 -3.27 -0.95 0.10
H -5.10 -3.84 -3.37 0.12
H -4.09 -2.36 -5.05 0.11
H -3.29 0.44 -2.24 0.08
H -4.28 -0.90 -0.42 0.10
C 1.06 -2.93 5.08 -0.06
C 1.83 -1.87 5.46 -0.10
C 1.47 -0.58 5.21 -0.18
N 0.38 -0.27 4.56 0.06
C -0.46 -1.26 4.16 -0.12
C -0.16 -2.58 4.48 -0.07
H 1.34 -3.98 5.31 0.13
H 2.80 -1.95 5.91 0.10
H 2.05 0.26 5.54 0.08
H -1.27 -0.96 3.50 0.10
H -0.82 -3.40 4.20 0.10
C -0.05 -1.01 -3.87 -0.06
C 0.71 0.16 -3.87 -0.07
C 2.06 0.15 -3.53 -0.15
N 2.60 -1.02 -3.20 0.05
C 1.92 -2.10 -3.18 -0.20
C 0.57 -2.21 -3.53 -0.05
H -1.12 -0.99 -4.00 0.08
H 0.22 1.15 -4.03 0.09
H 2.70 1.08 -3.61 0.10
H 2.48 -3.01 -2.80 0.13
H 0.00 -3.08 -3.31 0.10
C 3.21 3.95 2.78 -0.08
C 4.38 3.60 3.41 -0.07
C 4.37 2.82 4.55 -0.17
N 3.26 2.32 5.01 0.05
C 2.12 2.59 4.41 -0.16
C 2.02 3.45 3.32 -0.06
H 3.21 4.67 1.98 0.10
H 5.36 3.90 3.04 0.11
H 5.25 2.64 5.14 0.11
H 1.23 2.06 4.81 0.10
H 1.06 3.81 2.97 0.09
C 0.74 -5.28 1.31 -0.07
C -0.29 -5.96 0.68 -0.07
C 0.04 -7.26 0.27 -0.20
N 1.17 -7.88 0.43 0.04
C 2.17 -7.22 1.03 -0.15
C 1.98 -5.96 1.51 -0.06
H 0.48 -4.23 1.55 0.09
H -1.31 -5.54 0.51 0.12
H -0.63 -7.90 -0.25 0.09
H 3.11 -7.78 1.10 0.11
H 2.76 -5.44 2.01 0.07
C 4.93 1.54 -2.59 -0.09
C 4.06 1.82 -1.56 -0.09
C 4.08 3.09 -1.04 -0.20
N 4.95 4.00 -1.37 0.05
C 5.78 3.74 -2.38 -0.16
C 5.74 2.57 -3.05 -0.08
H 4.89 0.57 -3.11 0.11
H 3.32 1.10 -1.24 0.09
H 3.55 3.28 -0.06 0.11
H 6.49 4.56 -2.59 0.12
H 6.37 2.37 -3.90 0.10
C 0.88 0.45 0.88 -0.03
C -0.33 0.13 0.20 -0.04
C -0.49 -1.14 -0.29 -0.15
N 0.41 -2.09 -0.14 0.08
C 1.57 -1.81 0.43 -0.14
C 1.87 -0.54 0.95 -0.04
H 1.11 1.36 1.32 0.06
H -1.14 0.85 0.13 0.09
H -1.39 -1.38 -0.87 0.10
H 2.29 -2.60 0.57 0.09
H 2.88 -0.39 1.28 0.07
```

=====

(5)
Entry from OMol25: CH2ClNO2S2 as an isolated structure at a distorted geometry (ωB97M-V/def2-TZVPD).

Multiplicity   1
Gap between HOMO and LUMO   10.45 eV
LUMO energy   0.0000 Ha
Relative energy (zero: lowest compared OMol25 entry of this formula, charge and spin)   38.5 kcal per mole
HOMO   -0.384 Eh
M   159.62 g/mol
F_max   3.24 eV/Å

The geometry in XYZ format:
```
9
Properties=species:S:1:pos:R:3:lowdin_charge:R:1
C -0.18 -0.61 0.91 -1.28
N -0.05 0.48 0.32 -0.21
O 1.74 0.09 -1.54 -0.37
O -0.69 -0.24 -1.94 -0.36
S -0.70 -0.71 2.50 0.87
S 0.36 0.47 -1.30 0.56
Cl 0.27 -1.97 0.01 0.77
H -1.17 0.51 2.40 -0.10
H 0.41 1.99 -1.36 0.13
```

=====

(6)
Entry from OMol25: a 2-piece molecular cluster, C4H14N4 overall (ωB97M-V/def2-TZVPD).

Multiplicity   1
Gap between HOMO and LUMO   9.83 eV
LUMO energy   0.0391 Ha
Relative energy (zero: lowest compared OMol25 entry of this formula, charge and spin)   55.4 kcal per mole
SMILES   [H]/N=C\C.CCN(N)N
HOMO   -0.322 Eh
M   118.18 g/mol
F_max   0.87 eV/Å

The geometry in XYZ format:
```
22
Properties=species:S:1:pos:R:3:lowdin_charge:R:1
H -1.36 1.82 -0.52 0.06
N -1.64 1.17 -1.25 0.07
C -2.37 0.23 -0.86 -0.32
C -2.88 -0.04 0.52 -0.08
H -2.68 -0.49 -1.62 0.10
H -2.56 -1.03 0.84 0.07
H -3.97 -0.03 0.51 0.07
H -2.51 0.70 1.22 0.07
C 0.86 -1.22 1.45 -0.10
C 1.07 -0.87 -0.01 -0.28
N 1.35 0.55 -0.16 -0.34
N 2.58 0.86 0.47 0.02
N 1.37 0.98 -1.52 0.02
H 0.04 -0.63 1.85 0.06
H 0.63 -2.27 1.56 0.07
H 1.75 -0.99 2.02 0.06
H 0.17 -1.08 -0.59 0.09
H 1.90 -1.48 -0.42 0.11
H 3.38 0.51 -0.07 0.08
H 2.65 1.87 0.53 0.08
H 0.41 1.13 -1.82 0.02
H 1.81 0.29 -2.13 0.07
```

=====

(7)
Entry from OMol25: C32H67BGeIrN6OS3Si3 as an isolated structure (ωB97M-V/def2-TZVPD).

<S²>   0.756
Multiplicity   2
Gap between HOMO and LUMO (spin up / spin down)   6.74 / 6.13 eV
LUMO energy (spin up / spin down)   -0.2227 / -0.2503 Ha
Relative energy (zero: lowest compared OMol25 entry of this formula, charge and spin)   0.0 kcal per mole
Total charge   +2
HOMO (spin up / spin down)   -0.471 / -0.476 Eh
M   1008.03 g/mol
F_max   0.55 eV/Å

The geometry in XYZ format:
```
115
Properties=species:S:1:pos:R:3:lowdin_spin:R:1
Ir 0.36 -0.03 -0.35 0.58
C -1.01 -2.60 3.80 0.00
C -2.09 -3.31 2.99 0.00
C -3.39 -2.51 2.86 0.00
C -2.41 -4.64 3.66 0.00
N -1.54 -3.56 1.61 0.00
C -1.25 -4.83 1.14 0.00
C -0.79 -4.69 -0.12 0.00
N -0.82 -3.35 -0.43 0.00
B -0.49 -2.88 -1.86 0.00
N -1.64 -1.96 -2.39 0.01
C -2.80 -2.62 -2.74 0.00
C -3.72 -1.70 -3.08 0.00
N -3.13 -0.46 -2.96 0.00
C -1.87 -0.64 -2.52 0.02
S -0.62 0.56 -2.28 0.16
C -3.94 0.77 -3.32 0.00
C -4.35 0.63 -4.78 0.00
C -5.16 0.79 -2.40 0.00
C -3.16 2.06 -3.14 0.01
N 1.01 -2.44 -2.03 0.00
C 1.59 -2.63 -3.27 0.00
C 2.92 -2.69 -3.11 0.00
N 3.19 -2.53 -1.76 0.00
C 2.01 -2.32 -1.12 0.01
S 1.79 -1.73 0.51 0.08
C 4.61 -2.72 -1.25 0.00
C 4.67 -2.90 0.26 0.00
C 5.43 -1.51 -1.68 0.00
C 5.14 -4.00 -1.90 0.00
C -1.25 -2.67 0.64 0.00
S -1.46 -0.93 0.71 0.04
H -1.39 -2.34 4.78 0.00
H -0.67 -1.70 3.31 0.00
H -0.15 -3.27 3.93 0.00
H -3.81 -2.36 3.86 0.00
H -4.12 -3.08 2.27 0.00
H -3.25 -1.54 2.40 0.00
H -2.83 -4.42 4.64 0.00
H -1.53 -5.25 3.81 0.00
H -3.17 -5.21 3.11 0.00
H -1.40 -5.71 1.72 0.00
H -0.47 -5.43 -0.83 0.00
H -0.57 -3.86 -2.55 0.00
H -2.87 -3.69 -2.72 0.00
H -4.73 -1.82 -3.43 0.00
H -4.98 -0.24 -4.96 0.00
H -3.47 0.56 -5.43 0.00
H -4.92 1.51 -5.08 0.00
H -5.80 -0.08 -2.54 0.00
H -5.76 1.68 -2.62 0.00
H -4.86 0.84 -1.35 0.00
H -2.29 2.11 -3.79 0.00
H -2.85 2.22 -2.11 0.00
H -3.82 2.88 -3.42 0.00
H 0.99 -2.77 -4.15 0.00
H 3.69 -2.87 -3.83 0.00
H 4.46 -1.99 0.81 0.00
H 5.69 -3.20 0.51 0.00
H 4.01 -3.69 0.61 0.00
H 5.11 -0.62 -1.14 0.00
H 5.35 -1.32 -2.75 0.00
H 6.48 -1.68 -1.44 0.00
H 4.49 -4.84 -1.70 0.00
H 6.12 -4.22 -1.48 0.00
H 5.27 -3.90 -2.98 0.00
C 3.99 2.27 -1.29 0.00
C 2.88 1.63 -2.09 0.00
O 2.24 0.55 -1.36 0.00
H 4.45 3.06 -1.87 0.00
H 4.76 1.54 -1.06 0.00
H 3.60 2.68 -0.37 0.00
H 3.26 1.20 -3.02 0.00
H 2.08 2.33 -2.35 0.00
H 2.93 0.03 -0.91 0.00
C -0.26 5.49 0.95 0.00
Si 0.40 4.20 -0.24 0.01
C 2.08 4.86 -0.75 0.00
C -0.69 4.15 -1.76 0.00
Ge 0.23 2.09 1.05 0.02
Si -1.94 2.30 2.18 0.00
C -2.22 1.07 3.57 0.00
C -3.24 2.13 0.83 0.00
C -2.18 3.92 3.10 0.00
Si 1.94 1.71 2.73 0.02
C 1.47 0.21 3.75 0.00
C 1.83 3.29 3.73 0.01
C 3.69 1.45 2.12 0.00
H 0.13 6.46 0.61 0.00
H 0.05 5.36 1.98 0.00
H -1.34 5.55 0.91 0.00
H 1.89 5.90 -1.02 0.00
H 2.51 4.38 -1.63 0.00
H 2.83 4.86 0.05 0.00
H -0.52 5.06 -2.34 0.00
H -1.74 4.11 -1.48 0.00
H -0.48 3.30 -2.41 0.00
H -2.03 0.03 3.30 0.00
H -3.27 1.15 3.87 0.00
H -1.61 1.32 4.44 0.00
H -2.98 1.36 0.11 0.00
H -3.35 3.07 0.28 0.00
H -4.21 1.88 1.27 0.00
H -1.38 4.11 3.82 0.00
H -3.10 3.77 3.69 0.00
H -2.33 4.81 2.50 0.00
H 0.52 0.33 4.27 0.00
H 2.24 0.04 4.51 0.00
H 1.42 -0.68 3.14 0.00
H 0.85 3.44 4.17 0.00
H 2.08 4.17 3.13 0.00
H 2.56 3.24 4.55 0.00
H 3.75 0.63 1.41 0.00
H 4.30 1.18 2.99 0.00
H 4.13 2.34 1.68 0.00
```

=====

Q: Look up the F_max of the sixth one.
A: 0.87 eV/Å

=====

What did the sixth record say?
Entry from OMol25: a 2-piece molecular cluster, C4H14N4 overall (ωB97M-V/def2-TZVPD).

Multiplicity   1
Gap between HOMO and LUMO   9.83 eV
LUMO energy   0.0391 Ha
Relative energy (zero: lowest compared OMol25 entry of this formula, charge and spin)   55.4 kcal per mole
SMILES   [H]/N=C\C.CCN(N)N
HOMO   -0.322 Eh
M   118.18 g/mol
F_max   0.87 eV/Å

The geometry in XYZ format:
```
22
Properties=species:S:1:pos:R:3:lowdin_charge:R:1
H -1.36 1.82 -0.52 0.06
N -1.64 1.17 -1.25 0.07
C -2.37 0.23 -0.86 -0.32
C -2.88 -0.04 0.52 -0.08
H -2.68 -0.49 -1.62 0.10
H -2.56 -1.03 0.84 0.07
H -3.97 -0.03 0.51 0.07
H -2.51 0.70 1.22 0.07
C 0.86 -1.22 1.45 -0.10
C 1.07 -0.87 -0.01 -0.28
N 1.35 0.55 -0.16 -0.34
N 2.58 0.86 0.47 0.02
N 1.37 0.98 -1.52 0.02
H 0.04 -0.63 1.85 0.06
H 0.63 -2.27 1.56 0.07
H 1.75 -0.99 2.02 0.06
H 0.17 -1.08 -0.59 0.09
H 1.90 -1.48 -0.42 0.11
H 3.38 0.51 -0.07 0.08
H 2.65 1.87 0.53 0.08
H 0.41 1.13 -1.82 0.02
H 1.81 0.29 -2.13 0.07
```

=====

Q: What is the formula in the fifth record?
A: CH2ClNO2S2

=====

Q: The lowest F_max belongs to which entry?
A: C32H67BGeIrN6OS3Si3